Here is one molecule with the formula C5H7BFNO2 from OMol25. Energies are from the ωB97M-V functional and the def2-TZVPD basis.

E: -14276.4377 eV
Orbital gap (alpha / beta): 0.31196 / 0.31190 Eh

```
! RIJCOSX wB97M-V def2-TZVPD def2/J DEFGRID3
* xyz 0 1
O -1.84 0.15 -0.47
H 0.60 -1.68 1.89
C 0.41 0.68 -1.29
C 0.67 -0.96 1.05
H 0.95 -2.84 0.08
B -1.19 0.56 -1.56
C 1.01 1.25 -0.01
H 0.71 2.27 -0.08
N 0.89 -1.33 -1.30
C 0.77 0.36 1.12
F 1.18 0.97 -2.40
C 0.86 -1.79 -0.14
O -1.55 0.98 -2.80
H -2.83 0.02 -0.44
H 2.13 1.54 -0.25
H -2.18 0.54 -3.37
H 0.73 0.95 2.09
*
```

Here is one molecule with the formula C2HO2P from OMol25. Energies are from the ωB97M-V functional and the def2-TZVPD basis.

E: -15471.1561 eV
SMILES: O=C=[PH]=C=O
Orbital gap: 0.34685 Eh

```
! RIJCOSX wB97M-V def2-TZVPD def2/J DEFGRID3
* xyz 0 1
O -1.84 -1.79 1.48
C -1.25 -1.87 0.51
H 1.95 -0.69 0.06
P 0.69 -0.68 0.55
O 0.62 -2.08 -1.85
C 0.56 -1.57 -0.80
*
```

Here is C21H22N6O5OsSe as an isolated structure from OMol25. Energies are from the ωB97M-V functional and the def2-TZVPD basis.

E: -109111.6749 eV
Orbital gap (alpha / beta): 0.21172 / 0.21314 Eh

```
! RIJCOSX wB97M-V def2-TZVPD def2/J DEFGRID3
* xyz 2 1
H 0.51 1.82 5.20
H 0.11 4.13 -5.06
H -4.97 0.01 -1.56
H 0.38 2.84 2.97
C -1.16 -4.45 0.62
H 1.06 1.84 -5.47
C 0.67 1.20 -3.49
N 2.20 0.31 -0.54
C 2.76 1.70 -0.40
C 0.18 -3.30 -0.97
H 1.51 -6.21 0.10
H 1.06 0.21 -3.65
C 0.27 -0.18 4.51
C 0.36 1.20 4.33
N 0.11 1.36 0.63
H -0.79 -2.13 5.55
C -0.32 3.69 -3.01
C 1.79 2.88 -0.29
Os 0.06 0.03 -0.74
O 1.10 -0.10 6.71
C 0.30 1.76 3.07
H 2.48 -0.22 0.29
C 0.14 0.93 1.96
C 0.82 -5.38 -0.01
H 3.38 1.75 0.50
C 0.34 2.71 0.24
H -4.26 0.11 0.02
H -2.06 -4.54 1.22
C 0.66 2.12 -4.51
H -0.67 4.68 -2.74
C 0.44 -0.69 5.92
C -2.92 -0.15 -1.46
C 0.05 -0.46 2.14
H 2.68 -0.15 -1.31
O -0.18 -1.84 6.23
H 0.07 -2.09 3.52
O -1.96 -0.20 -0.63
H -0.05 -1.14 1.29
C 0.13 3.39 -4.27
H 3.41 1.93 -1.24
N -4.15 -0.01 -0.97
H -3.48 -0.27 -3.43
C 1.10 -4.34 -0.88
C 0.11 -1.01 3.41
H 2.01 -4.35 -1.46
N -0.28 -5.44 0.74
H -1.76 -2.61 -0.29
O -0.60 3.06 -0.76
O 2.18 3.98 -0.58
C -0.98 -3.36 -0.22
C -0.25 2.72 -2.02
H -1.80 -0.53 -3.09
N 0.18 1.47 -2.25
N -2.72 -0.26 -2.77
H 0.19 3.43 1.04
Se 0.57 -1.84 -2.16
*
```

Here is a 3-piece molecular cluster, C17H43NO8P overall from OMol25. Energies are from the ωB97M-V functional and the def2-TZVPD basis.

E: -45479.2831 eV
Orbital gap: 0.21268 Eh

```
! RIJCOSX wB97M-V def2-TZVPD def2/J DEFGRID3
* xyz -1 1
C -3.51 -0.48 0.76
H 6.98 -3.06 -1.88
H -7.12 0.93 -3.22
C 5.74 -1.00 1.68
H -4.98 3.94 -2.74
H -0.90 1.93 1.71
H 1.03 0.62 1.16
H -4.58 -0.62 0.39
C 6.48 -3.93 2.48
O 7.69 -3.23 2.23
H 9.12 -2.12 3.15
C 5.34 -3.41 1.61
H -3.03 -2.68 1.39
H -2.72 -0.55 -0.06
H 6.67 -1.09 2.25
H 0.33 -1.96 2.72
H 6.19 -3.87 3.53
O 4.87 -2.10 1.95
H 5.06 -0.67 -0.33
O -4.80 3.34 -5.36
C 8.41 -2.91 3.40
H -4.82 3.72 -7.39
O 6.87 -1.72 -0.35
C 6.51 -2.10 -1.67
H 5.57 -3.48 0.55
P -2.42 0.40 3.04
H -4.92 0.05 -2.78
H -0.35 -0.53 0.86
C -5.16 2.97 -6.67
H 6.66 -4.98 2.23
C -5.67 4.31 -4.78
H -5.17 5.29 -4.87
H 4.48 -4.07 1.77
C -5.12 1.10 -2.52
O -3.92 1.82 -2.78
H 5.23 -0.12 2.09
H 6.53 0.24 0.11
H -6.44 4.88 -2.88
H 6.88 -1.36 -2.39
H -3.66 0.13 3.76
C -5.91 4.02 -3.30
H -3.87 2.51 -0.81
H -1.77 0.29 4.35
C 6.01 -0.73 0.20
O -3.29 0.74 1.53
H 2.16 -0.74 4.40
C -6.27 1.61 -3.39
O -2.17 -1.27 2.60
C -3.20 2.15 -1.60
C -0.72 1.06 2.46
H -6.24 2.82 -6.77
C 0.22 0.01 1.70
H -2.51 2.96 -1.84
H -5.40 1.15 -1.47
H 1.96 -1.32 2.12
H -2.63 1.29 -1.25
H 7.75 -2.53 4.19
H -6.04 1.55 -4.45
H 0.51 -0.90 4.69
H -2.72 1.80 3.35
H -0.15 1.52 3.33
C 1.00 -1.02 2.66
O -6.76 2.90 -3.04
N 1.22 -0.53 4.05
H -6.62 4.36 -5.31
H 5.43 -2.22 -1.77
C -3.36 -1.68 1.84
H 8.96 -3.78 3.76
H -4.25 -1.69 2.55
H -4.68 2.02 -6.90
*
```

Here is C9H36O9 as an isolated structure from OMol25. Energies are from the ωB97M-V functional and the def2-TZVPD basis.

E: -28318.3852 eV
Orbital gap: 0.27707 Eh

```
! RIJCOSX wB97M-V def2-TZVPD def2/J DEFGRID3
* xyz 0 1
H 3.51 0.10 0.00
H 2.41 -1.84 0.65
H -1.98 -0.13 0.59
H -0.47 0.53 -2.46
H 2.77 -3.50 1.30
C -0.25 -1.07 -2.65
C -3.07 2.02 -0.38
H -2.46 2.45 0.42
O -2.51 0.85 -0.96
C 3.18 -2.56 0.94
H -1.16 -0.81 -2.10
H -1.14 -1.13 1.79
H -0.37 -3.44 -0.17
O -0.31 3.02 1.53
H 3.67 -2.81 0.00
H 0.39 -1.53 -1.91
H 0.98 0.04 -3.63
H 0.65 -0.55 1.27
H -1.70 0.50 3.03
H -1.88 2.15 -3.18
H -0.96 1.31 0.51
O -2.48 0.25 2.53
C -1.07 2.36 -2.48
C -0.60 -2.51 0.34
C -2.09 -0.66 1.54
H 4.66 -2.51 2.20
H -4.02 1.79 0.12
H 3.22 -1.15 1.91
H -1.04 -2.84 1.28
H 1.19 0.84 0.31
O 0.23 0.21 -3.06
H -0.16 2.74 -2.94
H -1.67 1.02 -1.39
H -0.41 -1.68 -3.54
O -0.47 -0.15 -0.32
C -0.57 1.63 1.48
H -1.08 3.52 1.26
H -3.24 2.79 -1.13
C 0.80 -0.18 0.25
O 2.67 -0.38 1.81
H -1.35 3.17 -1.80
H -0.43 0.40 -1.11
H 0.33 1.05 1.66
O -0.82 1.13 -1.81
C 3.26 0.57 0.95
H -1.25 1.30 2.27
O 4.00 -1.89 1.87
H 1.64 -0.76 -0.13
H 2.59 1.41 0.79
H -1.24 -0.84 -0.38
O -1.51 -1.76 -0.44
H -2.90 -1.35 1.33
H 0.34 -2.06 0.64
H 4.18 0.93 1.41
*
```

Here is a 2-piece molecular cluster, C3H9NS overall from OMol25. Energies are from the ωB97M-V functional and the def2-TZVPD basis.

E: -15581.3994 eV
⟨S²⟩: 0.753
Orbital gap (alpha / beta): 0.23005 / 0.23664 Eh

```
! RIJCOSX wB97M-V def2-TZVPD def2/J DEFGRID3
* xyz -1 2
H 1.66 1.02 -3.07
H 1.46 1.88 -1.41
H 0.93 -0.96 -1.99
S -2.41 0.58 1.23
C 1.54 0.97 -2.00
H 1.01 -2.41 0.13
H -1.74 0.37 2.37
C 1.33 -1.52 0.68
H 0.92 0.63 0.52
H -0.35 -0.38 0.00
N 1.20 -0.19 -1.40
C 0.75 -0.30 -0.02
H 2.42 -1.51 0.71
H 0.92 -1.57 1.69
*
```

Here is C45H42N3O4P2Pd as an isolated structure from OMol25. Energies are from the ωB97M-V functional and the def2-TZVPD basis.

E: -82061.1640 eV
⟨S²⟩: 2.016
Orbital gap (alpha / beta): 0.22372 / 0.22164 Eh

```
! RIJCOSX wB97M-V def2-TZVPD def2/J DEFGRID3
* xyz -1 3
C -1.04 -0.88 5.69
C -0.25 -3.86 4.35
O 2.40 0.84 -1.26
H 1.51 -3.03 -3.96
H 0.22 6.94 2.58
C -0.72 5.06 3.02
P 0.49 1.30 1.88
H 4.00 -0.74 -6.23
C -0.12 1.11 4.71
H 5.94 -0.19 2.68
C 0.43 3.09 2.25
H 1.52 2.08 -6.94
C 1.74 2.27 -5.88
H -2.80 -4.43 5.13
H -5.77 0.90 0.73
H -3.38 -3.20 -0.82
H 4.53 -1.33 0.99
H -3.42 -2.78 5.22
C -1.15 -1.88 -2.20
H 3.51 3.37 -6.42
C -5.05 0.81 -0.07
P -1.37 -0.94 -0.63
C -2.00 -2.25 0.51
H -3.46 -4.66 3.18
H -3.75 -0.45 1.06
H 4.98 1.65 4.04
C -5.27 1.47 -1.28
C 3.35 0.14 -6.24
C 2.26 0.88 2.17
C -3.18 0.61 -2.11
H 2.22 3.45 1.11
H 1.48 -0.90 -5.84
N 3.55 1.29 -1.50
C 0.17 -2.12 -2.56
H 2.64 2.34 3.70
C 2.14 -0.16 -5.37
C 2.79 -0.16 1.43
H 4.97 1.55 -6.38
H 2.19 -0.64 0.66
C -0.14 0.53 3.45
H 0.98 -1.72 -1.94
C 3.05 1.53 3.12
H 0.19 -3.77 5.34
C -2.05 -3.08 2.82
C -3.91 0.05 0.11
N 0.06 1.26 -3.04
C -4.33 1.37 -2.29
H -0.54 0.89 6.80
C -3.04 -3.98 2.45
H -1.44 3.07 3.29
C 1.41 3.90 1.68
C -1.06 -1.51 4.45
C -3.49 -4.05 1.14
H 2.10 5.90 1.35
C 4.11 -0.55 1.61
H -3.20 -2.10 -2.80
C 1.34 5.28 1.80
H 4.50 1.15 -4.74
C -1.53 -2.25 1.82
C -0.64 3.68 2.90
C -2.97 -0.08 -0.91
H -6.16 2.07 -1.42
C -0.57 0.42 5.82
H -0.32 -3.85 -5.43
H -1.57 5.51 3.53
H 0.51 -3.56 3.61
H -2.10 -3.32 6.28
H 0.25 2.13 4.82
H -2.43 0.59 -2.88
C -2.17 -2.32 -3.04
N 1.41 1.08 -5.11
Pd 0.12 1.18 -0.73
H -4.47 1.90 -3.22
C 3.21 2.62 -5.67
H 3.31 3.09 -4.69
C 4.10 1.37 -5.74
H -2.67 -3.37 -4.84
H -4.26 -4.76 0.87
O -0.51 -1.39 2.13
O 4.36 0.46 -1.94
C -0.55 -3.30 -4.53
H 2.47 -0.57 -4.41
C -2.99 -3.18 0.18
C 0.64 1.16 -4.04
C -0.59 -0.78 3.36
H 1.08 3.08 -5.56
C -1.87 -3.03 -4.20
H 3.04 0.28 -7.28
H -1.39 -1.40 6.57
O -1.04 2.84 -0.57
C -1.49 -2.96 4.23
C -2.52 -3.39 5.27
C 0.47 -2.84 -3.71
C 4.90 0.10 2.55
C 0.28 5.86 2.48
H -0.52 -4.90 4.17
C 4.37 1.14 3.31
*
```

Here is C43H56BaGeN12S3 as an isolated structure from OMol25. Energies are from the ωB97M-V functional and the def2-TZVPD basis.

E: -153098.7450 eV
Orbital gap: 0.17781 Eh

```
! RIJCOSX wB97M-V def2-TZVPD def2/J DEFGRID3
* xyz -2 1
H -0.67 -1.54 -3.75
N -0.30 -2.52 -0.28
H -5.04 2.72 2.40
C -4.41 2.41 3.24
N 3.21 2.75 -3.01
N 1.68 1.43 -2.25
H 3.64 2.48 1.52
C -0.69 -0.72 -7.03
H -4.62 3.07 4.08
C -2.98 -2.22 -1.43
H -0.33 -3.93 -7.07
C -4.19 -2.07 -3.52
N 2.71 -0.85 1.42
S -1.96 6.28 -0.20
H 2.29 -2.04 -7.73
H 2.98 -2.32 2.88
C -2.19 -4.74 1.97
H 0.67 -4.33 -5.66
C -3.83 -2.78 -2.38
C -3.69 0.16 1.47
C 2.55 -0.68 -3.29
S -2.68 3.48 -0.85
H 1.10 5.57 5.78
N -2.77 0.22 2.60
H 0.11 -0.03 -4.13
H 0.58 -3.00 -0.33
H -1.98 -5.40 2.81
H -3.98 -0.20 -4.55
C -3.71 -3.69 0.46
H 1.23 0.48 4.61
H -1.49 -0.97 3.76
H -0.52 -1.95 -1.09
C 2.49 -0.63 0.01
C 3.69 -1.35 -3.65
S 0.09 4.15 0.12
C -3.49 -4.53 1.54
H -3.24 -0.40 0.64
H 4.79 -0.54 2.72
C 2.32 -1.69 -6.70
H 2.64 1.47 5.04
C -1.14 -4.10 1.33
H -0.97 4.47 6.59
C 4.39 -0.16 3.66
C -2.17 1.43 2.93
C 1.83 2.35 2.58
N 3.52 1.55 -3.56
H -4.32 -5.01 2.05
H -1.55 3.90 2.29
N 2.95 -0.03 3.56
Ba -0.68 1.25 -0.54
H 3.24 -1.14 -0.60
C -0.43 4.08 5.73
H 3.03 -2.29 -6.13
C 1.43 4.14 4.20
H 2.82 -4.43 -3.18
H -1.68 -0.68 -6.58
N -0.90 1.42 3.20
N 3.86 -2.68 -3.71
C -0.95 2.96 5.05
C -1.36 -3.22 0.26
H -4.61 -0.36 1.74
C -1.52 4.68 -0.33
C -2.54 3.88 2.72
C 0.71 4.68 5.29
H 2.54 -0.22 5.58
C 0.95 2.98 3.53
H -0.79 -1.15 -8.04
H -2.53 4.42 3.67
H 4.65 -0.84 4.47
C -2.39 -0.94 -1.58
C 2.66 4.73 3.83
C -0.10 -3.66 -6.04
H -2.46 0.75 -2.94
H 2.68 -0.66 -6.69
H -0.31 0.30 -7.13
C 2.31 0.46 4.76
Ge 0.53 -1.80 -5.93
H 3.60 -2.73 1.27
H 1.51 -0.99 -0.31
C 1.55 -2.79 -2.93
C 2.80 -2.24 1.82
C -0.33 2.46 3.92
C 2.58 0.75 -3.06
H -3.93 1.15 1.11
H 4.85 0.82 3.86
H 1.66 3.51 -1.75
C 2.12 2.68 -2.27
H 0.73 -3.40 -2.59
C 3.02 2.96 2.26
C 0.28 -1.11 -4.09
C -2.83 -0.26 -2.73
H -3.21 4.38 2.02
H -2.64 -1.85 2.70
H 3.76 3.57 -3.23
C -1.98 -0.98 2.78
H -4.85 -2.52 -4.26
H -1.19 -1.08 2.02
C 2.73 -3.35 -3.28
H -0.12 -4.24 1.69
H -1.88 2.52 5.36
H 1.86 -2.77 1.59
N 1.29 -1.38 -3.05
H 4.57 -0.74 -3.85
C -3.70 -0.78 -3.68
N 1.59 1.10 1.94
N -3.00 2.51 2.90
C 3.43 4.16 2.86
C 2.37 0.14 2.30
H -4.20 -3.79 -2.24
H -4.72 -3.53 0.10
H 2.97 5.64 4.33
H 4.37 4.61 2.56
H -0.99 -3.79 -5.43
C -2.68 -3.05 -0.22
H 2.55 0.44 -0.18
H -4.66 1.39 3.51
*
```